Record 1
Molecular formula: C6H5N
Method: DFT, ωB97M-V/def2-TZVPD

Each line ends with the Löwdin charge.
Geometry (Å):
C1 0.66 1.28 0.13  -0.11
C2 -0.67 1.08 0.21  -0.11
C3 2.53 -0.59 0.05  0.00
C4 1.30 0.04 0.12  -0.31
C5 1.38 -1.40 0.36  0.04
C6 -1.08 -0.17 0.51  -0.12
N1 -1.50 -1.26 -0.01  0.08
H1 1.25 2.09 0.10  0.07
H2 -1.28 1.94 0.42  0.12
H3 3.55 -0.52 0.02  0.05
H4 -1.64 -1.36 -1.12  0.18
H5 -1.19 -2.17 0.37  0.11

For the frontier orbital gap, the calculation gives 7.949 eV. For the LUMO energy, the calculation gives 0.46 eV. The max |F| comes out at 0.1048 Eh/bohr. The value obtained for the total energy is -7785.48323 eV.


Record 2
Molecular formula: C6H5N
Method: DFT, ωB97M-V/def2-TZVPD

Each line ends with the Mulliken spin population.
Geometry (Å):
C1 -0.91 -0.93 -0.17  -0.01
C2 -0.60 -0.40 -1.35  0.01
C3 -0.72 1.42 0.90  0.03
C4 -0.12 0.00 0.75  0.91
C5 0.21 0.84 -0.80  0.88
C6 1.28 0.17 0.10  0.12
N1 -0.47 1.97 -0.22  0.08
H1 -1.39 -1.71 0.35  -0.01
H2 -0.73 -0.66 -2.38  -0.01
H3 -1.29 1.76 1.85  -0.01
H4 2.11 0.93 0.47  0.00
H5 1.84 -0.75 -0.33  0.00

For the frontier orbital gap (alpha / beta), the calculation gives 6.656 / 9.223 eV. For the LUMO energy (alpha / beta), the calculation gives 0.86 / -0.98 eV. The max |F| comes out at 0.1335 Eh/bohr. The value obtained for the total energy is -7784.50145 eV. Its multiplicity is 3.


Record 3
Molecular formula: C6H5N2
Method: DFT, ωB97M-V/def2-TZVPD

Each line ends with the natural charge from an NBO analysis.
Geometry (Å):
C1 -1.27 -1.03 -0.31  0.33
C2 2.11 -0.86 -0.84  0.23
C3 -1.04 0.42 -0.36  -0.50
C4 0.12 0.56 0.61  -0.24
C5 0.34 -0.73 1.24  0.27
C6 1.24 -0.35 0.25  -0.14
N1 2.72 -0.34 0.10  -0.09
N2 -1.04 -2.14 -0.12  -0.26
H1 1.80 -1.49 -1.55  0.27
H2 -1.01 0.75 -1.37  0.28
H3 -1.94 0.89 0.10  0.29
H4 0.22 1.48 1.17  0.28
H5 0.35 -1.31 2.13  0.28

For the frontier orbital gap, the calculation gives 9.123 eV. For the LUMO energy, the calculation gives -6.81 eV. The max |F| comes out at 0.0936 Eh/bohr. The value obtained for the total energy is -9268.70616 eV. The total charge is +1.


Record 4
Molecular formula: C6H5N4
Method: DFT, ωB97M-V/def2-TZVPD

Each line ends with the Mulliken spin population.
Geometry (Å):
C1 -0.10 -0.50 2.37  0.00
C2 -1.18 0.65 0.60  0.83
C3 0.79 1.24 -1.20  0.16
C4 -0.05 2.13 -0.56  0.41
C5 0.12 -1.10 -1.23  0.06
C6 -0.25 -1.53 0.18  0.08
N1 0.41 -0.56 3.41  0.04
N2 -1.19 1.73 0.06  0.05
N3 0.65 -0.02 -1.54  0.32
N4 -0.62 -0.40 1.09  0.02
H1 1.81 1.50 -1.74  0.02
H2 -0.03 3.13 -0.59  0.01
H3 0.09 -1.91 -1.90  0.02
H4 -1.07 -2.29 0.41  -0.01
H5 0.64 -2.05 0.65  0.00

For the frontier orbital gap (alpha / beta), the calculation gives 5.923 / 7.363 eV. For the LUMO energy (alpha / beta), the calculation gives -5.84 / -7.93 eV. The max |F| comes out at 0.1045 Eh/bohr. The value obtained for the total energy is -12248.29860 eV. Its multiplicity is 3. The total charge is +1.